# 1
# C8H16N2

A single C8H16N2 molecule (wB97M-V/def2-TZVPD, the OMol25 dataset).

Structure (XYZ):
```
26
Properties=species:S:1:pos:R:3:forces:R:3
C 0.40980 0.51401 0.26598 -0.8 -2.3 2.0
H 1.49032 -1.89461 0.39459 -0.6 -1.1 0.5
H -1.83339 -1.46938 -1.25112 0.6 1.4 -0.7
C -0.98759 1.14520 0.19171 0.1 3.9 -0.4
C 1.45810 0.82398 -0.69872 2.1 0.3 0.0
H 0.83876 -0.22364 2.30380 -0.7 0.0 0.2
C 0.49281 -2.16043 -0.01730 0.3 -0.4 0.4
H -1.48384 0.94079 2.19465 -0.5 -1.0 -1.9
H 0.86270 1.54268 2.23566 0.0 -0.2 -0.4
N -1.81338 0.53947 1.24752 2.1 0.6 0.6
H -2.14175 -1.30385 0.92007 -0.2 -1.0 -0.5
H -0.40713 -0.67275 -2.11387 -0.3 -0.6 -0.4
H -0.94582 2.23792 0.25029 -0.1 0.1 0.7
C 1.08150 0.62354 1.67058 0.4 -0.6 0.5
H 2.19042 0.49036 1.66782 -0.7 0.6 -0.6
N -1.28721 -0.83295 1.13380 0.3 -0.2 0.7
H 1.67203 1.88362 -0.53281 0.6 0.0 -0.3
C -0.25987 -0.87894 -0.02060 -1.9 1.6 1.0
H -1.18036 1.29102 -2.05796 0.4 1.1 -0.1
H 2.41742 0.17936 -0.44539 -1.9 1.3 -0.9
H -0.18374 -2.87032 0.51560 1.3 0.2 0.2
C -1.56330 0.81322 -1.18457 0.4 -1.3 1.0
H 1.11437 0.70139 -1.70054 0.2 -0.2 -1.0
C -1.09350 -0.59878 -1.26936 0.6 -3.2 -0.5
H 0.69750 -2.63917 -0.98260 -0.3 0.6 -0.1
H -2.61285 0.83438 -1.21047 -1.5 0.5 0.2
```
Positions in Å, forces in eV/Å.

**E_LUMO**: 0.90 eV
**ΔE to the lowest compared entry with this formula, charge and spin**: 239.7 kJ/mol
**SMILES**: CC1(C)[C@H]2CC[C@]1(C)NN2
**Electronic energy**: -11533.501 eV

***

# 2
# C12H16O4P2Ru

A molecular structure, C12H16O4P2Ru (wB97M-V/def2-TZVPD, the OMol25 dataset).

Structure (XYZ):
```
35
Properties=species:S:1:pos:R:3:forces:R:3
C -2.70779 -1.68701 -0.09372 0.1 0.0 0.2
H -2.63414 0.56972 3.04782 0.0 0.0 0.0
H -2.23050 -2.52358 0.42031 0.0 0.0 0.0
H -0.30793 3.00737 0.73144 0.0 0.0 0.0
H -2.38392 -1.67010 -1.13558 0.0 0.0 0.0
H 0.42782 1.86978 -3.20018 0.0 0.0 0.0
C -5.40763 2.25709 -0.23319 -0.2 -0.2 0.4
O 3.90921 -0.73224 -0.41611 0.1 0.0 0.0
O 2.70082 -2.57573 1.43584 0.1 0.0 0.0
C -0.23154 3.15516 -0.34697 0.1 -0.1 -0.1
O 1.87488 0.31207 -0.55532 0.0 -0.1 0.0
H -3.79235 -1.81142 -0.07109 0.0 0.0 0.0
C -2.68429 -0.37696 2.51163 0.3 0.0 0.1
C -3.29241 1.16043 0.07250 -0.1 -0.2 0.4
H -3.19988 3.29760 -2.56319 0.0 0.0 0.0
C -2.76881 1.88218 -0.99370 0.1 0.2 -0.4
H -0.85463 3.08937 -3.26509 0.0 0.0 0.0
H -5.02435 0.83199 1.31567 0.0 0.0 0.0
C -4.90753 2.92287 -1.33008 0.2 0.2 -0.4
H 0.82079 3.22400 -0.62926 0.0 0.0 0.0
O 0.68733 -1.59919 0.94532 0.1 0.0 0.0
H -6.43670 2.41091 0.06130 0.0 0.0 0.1
C -3.58669 2.74128 -1.71866 0.1 0.2 0.0
C 1.93357 -1.84768 0.95984 -0.1 0.0 0.0
C -0.63224 2.05096 -3.01610 0.2 -0.2 0.0
H -1.22270 1.37987 -3.63837 0.0 0.0 0.0
P -2.27545 -0.14683 0.77621 -0.6 0.0 -0.2
C -4.60583 1.37233 0.47587 -0.1 -0.2 0.0
H -0.74363 4.08422 -0.60546 0.0 0.0 0.0
H -5.54393 3.60576 -1.87599 0.0 0.0 -0.1
Ru -0.07384 0.03147 -0.01737 0.5 -0.2 0.1
H -1.98272 -1.08094 2.96177 0.0 0.0 0.0
P -0.99405 1.78651 -1.27512 -0.4 0.5 0.1
C 2.78423 -0.51584 -0.23471 0.0 0.1 0.0
H -3.68872 -0.79661 2.58095 0.0 0.0 0.0
```
Positions in Å, forces in eV/Å.

**Expectation value of S²**: 6.03
**E_LUMO (spin up / spin down)**: -8.08 / -10.53 eV
**Spin multiplicity**: 5
**Total charge**: +2
**Electronic energy**: -42035.433 eV

***

# 3
# C15H39FN5O3P2Si2

A molecular structure, C15H39FN5O3P2Si2 (wB97M-V/def2-TZVPD, the OMol25 dataset).

Structure (XYZ):
```
67
Properties=species:S:1:pos:R:3:forces:R:3
H 3.13346 -4.81195 -3.72034 -0.1 0.0 -0.1
H 1.68628 -5.17586 -2.95654 -0.3 -0.1 0.3
H 2.00144 -5.77312 -4.49043 0.0 0.1 0.1
H -7.85992 1.79284 0.90833 1.7 -0.9 0.1
C 3.50993 2.33640 -0.26053 1.1 0.4 1.0
C -6.86623 1.25165 1.02092 3.9 -1.6 -0.1
H 2.90045 -2.01652 1.84117 0.0 1.4 0.7
P 2.94390 0.54556 0.07565 1.6 -0.2 -0.4
H 1.60001 -5.66820 -0.49362 -1.4 0.1 0.2
C -5.64395 1.41143 0.09812 -1.4 -1.5 2.9
H 2.96040 2.99422 0.49388 0.6 -0.5 -1.4
H -0.88988 3.30376 2.32808 0.3 -0.7 -1.7
O -1.78030 -4.29153 -0.57600 2.9 -0.5 -0.5
H 0.60750 -3.65637 1.74829 -0.5 -0.7 0.0
H 5.45925 3.52581 -0.14618 -0.6 -1.8 0.3
Si 0.89179 -2.35023 -0.67437 -0.1 1.3 -0.5
H -4.43039 -0.90311 2.41372 -0.3 1.3 -1.5
C 2.93885 -1.10431 2.52383 0.4 -0.1 1.2
C 0.31626 3.93939 0.57361 -0.9 0.8 -0.1
H 1.09255 1.73678 2.32594 -1.2 -0.6 -0.9
H 3.40190 2.66025 -1.34771 -0.3 -0.5 1.5
N -4.57198 0.57646 0.60329 -2.4 -1.0 2.0
H -0.16464 5.69300 -0.50851 -0.4 -0.8 0.2
C -0.57542 2.83356 1.31724 0.4 0.7 0.9
N 2.13215 -4.97525 -3.86097 0.1 0.0 -0.2
H -0.52728 0.82444 2.30271 1.0 0.9 -0.6
C 3.57209 0.21546 1.86438 -0.7 0.0 1.0
N -0.66781 4.88286 -0.10650 0.7 -1.0 -0.1
P -0.10890 -4.29095 -0.20068 -1.0 -0.5 4.0
H -2.70193 2.28486 -1.08498 0.0 -1.6 0.0
H 2.74317 -3.59760 -1.14589 0.1 0.7 0.7
H 0.61745 0.80134 -2.35828 -1.1 0.4 1.3
H -1.05671 4.30197 -0.87563 0.2 1.0 0.4
H -2.94180 -0.75437 0.09101 -0.5 1.5 -0.3
H 3.07079 -1.99912 -1.28254 0.2 -0.1 0.8
O 0.73183 -5.56976 -0.96626 -0.6 1.2 -0.6
C -1.52787 0.42398 -1.85877 -0.5 0.7 -1.0
H -3.68609 0.98430 -1.94422 1.4 0.3 1.1
H -2.48959 0.80485 0.96251 -1.0 -0.9 -1.2
F 0.47635 -1.96064 -2.30593 0.6 -0.4 2.3
H 3.62942 -1.39878 3.40594 -1.1 0.4 -1.4
N 0.10483 -4.49311 1.38670 0.3 1.2 -2.5
H -5.45519 2.02932 -0.83388 -0.5 -0.9 1.6
H 5.16204 2.40575 1.27378 0.1 -0.1 -1.8
C -5.00397 -0.15352 1.77898 -4.4 1.8 0.5
C -6.46514 0.22565 2.14246 3.5 1.6 -4.2
C -3.17533 0.36418 0.13942 0.8 1.7 0.4
H -1.62370 -0.69016 -1.61845 0.4 1.5 -0.3
C 0.18847 1.46531 1.67803 -1.0 0.3 -0.1
H 1.70431 -4.13991 -4.27396 0.0 0.0 0.1
C -0.10357 1.07790 -1.49249 -0.2 -0.6 -1.4
C 5.09217 2.46364 0.12885 -0.7 0.6 0.3
H -7.09615 -0.13400 3.01517 1.1 0.5 -1.5
H 0.98390 3.53740 -0.26158 -0.4 0.2 1.6
H -1.53867 2.70779 0.71962 1.4 -0.1 0.7
O 0.33737 -1.23261 0.50502 1.1 -0.7 -3.3
H -2.16942 -3.47969 -0.17973 0.4 -0.7 -0.1
N 2.64099 -2.68839 -0.64054 -1.3 -0.4 -1.6
H -0.21148 2.21977 -1.54708 0.3 -1.7 0.4
H 4.71260 0.10469 1.88327 -1.7 0.3 -0.3
H 5.73311 1.66210 -0.37768 -0.9 1.2 0.8
H 3.27566 1.09965 2.55169 0.7 -1.3 -1.1
H 1.90952 -0.91256 3.01636 1.6 -0.3 -1.1
Si 0.70599 0.42746 0.11229 -0.5 1.8 2.2
C -2.80472 1.15714 -1.21472 -0.8 -1.8 -0.3
H -1.63782 0.50244 -3.00896 0.2 -0.2 1.8
H 0.87658 4.60289 1.33336 -0.5 -1.4 -1.2
```
Positions in Å, forces in eV/Å.

**E_LUMO**: -4.27 eV
**Total charge**: +1
**Electronic energy**: -66825.050 eV

***

# 4
# C4H11N3O2

2 unconnected molecules or ions with the total composition C4H11N3O2 (wB97M-V/def2-TZVPD, the OMol25 dataset).

Structure (XYZ):
```
20
Properties=species:S:1:pos:R:3:forces:R:3
H 3.50962 -2.41465 0.01295 -1.2 0.4 0.4
C 3.30883 -1.63928 0.78527 2.9 -1.7 1.4
C -1.07288 0.51203 0.03387 -3.6 0.5 0.9
N -1.28689 -0.53600 0.85707 1.5 -1.7 0.9
H -3.15977 0.09840 -0.37219 1.1 0.3 0.0
H -3.28738 1.22154 -2.46593 1.3 -0.8 0.5
H -2.64660 2.55482 -1.75198 0.5 -0.6 0.7
H 4.13467 -0.93913 0.59746 -0.5 0.2 0.5
N -0.02227 1.32250 0.00329 -1.7 -0.8 -0.2
C 1.97970 -1.06166 0.92110 -4.2 1.5 0.0
H -1.37776 1.50230 -2.41400 -2.0 -0.9 1.2
O 1.81171 0.20601 1.38712 1.2 -1.0 -1.2
N -2.38955 0.75714 -0.51868 2.2 1.8 -2.3
C -2.39235 1.46233 -1.82114 -0.4 1.8 -1.2
H -1.95769 -1.27536 0.55606 1.0 1.2 0.2
O 0.94338 -1.72818 0.68951 2.7 0.0 0.1
H 3.51924 -2.19092 1.80269 -0.2 1.1 -1.8
H -0.27315 2.26379 -0.34685 0.4 -1.0 0.1
H 1.07297 0.85192 0.78417 0.1 -1.1 0.3
H -0.41382 -0.96759 1.26022 -1.0 0.4 -0.6
```
Positions in Å, forces in eV/Å.

**E_LUMO**: 0.72 eV
**ΔE to the lowest compared entry with this formula, charge and spin**: 181.6 kJ/mol
**SMILES**: [H]/N=C(/N)NC.CC(=O)O
**Electronic energy**: -12890.947 eV

***

# 5
# C2LiO2Rb

A molecular structure, C2LiO2Rb (wB97M-V/def2-TZVPD, the OMol25 dataset).

Structure (XYZ):
```
6
Properties=species:S:1:pos:R:3:forces:R:3
Li 0.50735 -1.12709 2.88463 0.0 0.0 0.1
C -0.99709 1.42638 1.71009 0.6 -1.0 0.6
Rb 1.35588 -2.17848 -0.39761 0.1 -0.1 -0.2
C -0.02125 0.34297 -2.76522 -0.6 1.1 -1.5
O -0.35827 1.01733 -3.61545 0.6 -1.2 1.5
O -0.48662 0.51890 2.18356 -0.7 1.2 -0.5
```
Positions in Å, forces in eV/Å.

**Expectation value of S²**: 0.75
**E_LUMO (spin up / spin down)**: -3.35 / -3.92 eV
**ΔE to the lowest compared entry with this formula, charge and spin**: 0.0 kJ/mol
**Spin multiplicity**: 2
**Total charge**: +1
**Electronic energy**: -7021.590 eV

***

# 6
# C3H3IO2

2 unconnected molecules or ions with the total composition C3H3IO2 (wB97M-V/def2-TZVPD, the OMol25 dataset).

Structure (XYZ):
```
9
Properties=species:S:1:pos:R:3:forces:R:3
H -0.24346 -1.84521 2.41653 1.2 0.4 -1.1
H -1.42029 1.34117 -1.78723 -0.4 0.0 -0.9
C -0.43434 1.60741 -1.43297 0.4 -0.1 2.1
I -1.56200 -1.43474 0.11864 0.2 -0.5 0.1
O -0.17320 1.29851 -0.28892 0.3 0.5 -0.8
C 1.21026 -1.03101 0.97473 1.7 0.7 0.0
H 0.29402 2.18415 -2.00769 -0.1 0.0 -0.5
C 0.11384 -1.53692 1.40413 -2.9 -0.8 1.1
O 2.21518 -0.58336 0.60278 -0.3 -0.2 -0.1
```
Positions in Å, forces in eV/Å.

**E_LUMO**: -0.31 eV
**ΔE to the lowest compared entry with this formula, charge and spin**: 178.3 kJ/mol
**SMILES**: O=C=CI.C=O
**Electronic energy**: -15352.689 eV

***

> Which of these has the highest electronic energy?

C2LiO2Rb

***

> What is the electronic energy in the first record?

-11533.501 eV

***

> Look up the electronic energy of the sixth one.

-15352.689 eV